1.
Here is a molecular structure, C6H18FO3S3Sn at a distorted geometry from OMol25. Energies are from ωB97M-V/def2-TZVPD.

Summary:
orbital gap (spin up / spin down)	6.20 / 4.17	eV
spin multiplicity	2
E	-1973.01183	Ha
max |F|	2.6	eV Å⁻¹
charge	+2

Last column: Mulliken charge in e.
Geometry (Å):
Sn 0.25510 -0.36980 1.50740  1.6203
F -0.17444 -1.46621 4.22720  0.0126
C -1.19637 -4.67761 1.01006  -0.9096
S 0.46845 -4.17255 0.31255  0.5550
O 1.15690 -3.11431 1.20976  -0.6350
C 1.39961 -5.75699 0.55921  -0.9929
H -1.99480 -4.12335 0.51669  0.3553
H -1.48720 -4.32257 1.99873  0.3432
H -1.38478 -5.73102 0.80292  0.3240
H 0.92766 -6.56949 0.00675  0.4177
H 1.41290 -6.07210 1.60258  0.3544
H 2.40937 -5.61341 0.17468  0.3340
C 3.97797 1.71373 -1.89237  -0.9359
S 2.15270 1.39421 -2.03361  0.4363
O 1.76575 0.67238 -0.72550  -0.5491
C 1.71420 3.14584 -1.72177  -0.6477
H 4.35794 1.38432 -0.92532  0.3298
H 4.40693 2.70940 -2.00511  0.3579
H 4.46530 1.11001 -2.65797  0.3518
H 2.30602 3.60064 -0.92741  0.3365
H 0.64037 3.15366 -1.53489  0.0047
H 1.92392 3.64816 -2.66612  0.4321
C -2.95084 3.67371 1.56283  -0.9378
S -1.92877 3.06294 0.13306  0.4399
O -1.15328 1.82136 0.55954  -0.5510
C -3.28929 2.50973 -0.92898  -0.9838
H -2.23725 3.81418 2.37472  0.3313
H -3.69864 2.90093 1.74087  0.3286
H -3.51874 4.57901 1.34832  0.3886
H -2.85120 2.22510 -1.88562  0.3267
H -4.05614 3.25414 -1.14326  0.4158
H -3.81936 1.61594 -0.59994  0.3463

2.
Here is a single C3H6N2O molecule from OMol25. Energies are from ωB97M-V/def2-TZVPD.

Summary:
orbital gap (spin up / spin down)	8.31 / 8.32	eV
E	-302.57103	Ha
max |F|	0.3	eV Å⁻¹
ΔE to the lowest compared entry with this formula, charge and spin	76.6	kcal per mole
charge	0

Last column: Mulliken charge in e.
Geometry (Å):
N -1.01136 -0.33092 1.97395  -0.3770
C -0.37059 -0.31927 0.77233  0.6893
O 0.38943 -1.26866 0.45766  -0.6275
N -0.65833 0.72231 -0.03562  -0.6572
C 0.45504 1.08158 -0.91827  -0.2399
C 0.43361 -0.23570 -1.50579  -0.2081
H -1.46182 0.50138 2.31281  0.2230
H -0.81775 -1.08562 2.60913  0.2218
H 0.12442 1.89019 -1.57433  0.2655
H 1.39394 1.34315 -0.41809  0.2295
H -0.43607 -0.49697 -2.09855  0.2746
H 1.26215 -0.93001 -1.50150  0.2060

3.
Here is a single C11H10 molecule at a distorted geometry from OMol25. Energies are from ωB97M-V/def2-TZVPD.

Summary:
orbital gap (spin up / spin down)	6.68 / 6.68	eV
SMILES	C=C1C(C)=C1c1ccccc1
E	-424.94574	Ha
max |F|	10.7	eV Å⁻¹
ΔE to the lowest compared entry with this formula, charge and spin	140.8	kcal per mole
charge	0

Last column: Mulliken charge in e.
Geometry (Å):
C 0.79838 -0.94926 3.17237  -0.7303
C 0.42743 -1.03407 1.92387  -0.0263
C -0.03415 -1.96816 0.83415  0.0592
C -0.40676 -3.32677 0.40742  -0.9729
C 0.08691 -0.33127 0.60693  -0.3099
C 0.14427 0.64812 -0.37810  1.0528
C 0.01379 0.41229 -1.73512  -0.4345
C -0.32316 1.42166 -2.54951  -0.4839
C -0.30764 2.74939 -2.12234  -0.3361
C 0.01634 3.01480 -0.77315  -0.6468
C 0.15018 1.96532 0.04141  -0.2656
H 0.53430 -1.74616 3.97177  0.1813
H 1.23972 -0.03247 3.58627  0.2524
H -0.05860 -3.96005 1.24367  0.3137
H 0.23635 -3.58388 -0.56174  0.2303
H -1.39178 -3.57488 0.03243  0.2880
H -0.12858 -0.62412 -2.04069  0.3269
H -0.66050 1.14283 -3.47594  0.4440
H -0.55959 3.49077 -2.86118  0.3696
H 0.00136 4.02756 -0.43354  0.4008
H 0.22174 2.25835 1.11102  0.2873

4.
Here is 2 unconnected molecules or ions with the total composition C4H8O4 at a distorted geometry from OMol25. Energies are from ωB97M-V/def2-TZVPD.

Summary:
orbital gap	9.08	eV
E	-458.03781	Ha
max |F|	6.0	eV Å⁻¹
ΔE to the lowest compared entry with this formula, charge and spin	122.6	kcal per mole
charge	0

Last column: Mulliken charge in e.
Geometry (Å):
C 0.55236 -0.54392 0.63135  1.0636
C 0.11047 0.48122 -0.41698  0.1813
C 1.94896 -0.61589 0.98839  -1.4840
C -1.91369 1.00625 -0.54844  -0.4145
O 0.16513 -0.87867 -0.74551  -0.5443
O -0.40632 -0.90677 1.53384  -0.5516
O 0.94812 1.39252 -0.93148  -0.4851
O -2.54192 -0.20663 -0.40159  -0.5522
H 2.51388 0.18880 0.67718  0.3853
H 2.40939 -1.48501 0.51748  0.3439
H 2.14988 -0.87160 2.02302  0.3688
H -1.74317 1.46733 -1.57320  0.2420
H -2.16898 1.89332 -0.02225  0.3806
H -1.15833 -1.04984 0.99572  0.3750
H 1.45117 0.95655 -1.56735  0.3270
H -2.31695 -0.82767 -1.16020  0.3643

5.
Here is 2 unconnected molecules or ions with the total composition C29H38N3OS at a distorted geometry from OMol25. Energies are from ωB97M-V/def2-TZVPD.

Summary:
orbital gap	4.73	eV
E	-1765.16302	Ha
max |F|	1.3	eV Å⁻¹
charge	+1

Last column: Mulliken charge in e.
Geometry (Å):
C -5.67882 -2.58619 0.66604  -0.9961
N -4.92117 -2.27355 1.86373  0.3485
C -5.64879 -2.56078 3.08689  -1.0171
C -3.55398 -1.99911 1.84558  -0.4737
C -3.08041 -0.66259 1.81845  -0.0396
C -1.71828 -0.38866 1.81242  -0.7535
C -0.77960 -1.43961 1.78058  0.6892
C 0.69423 -1.11015 1.75988  0.9487
C 1.61152 -2.19758 1.62791  -0.7854
S 3.28095 -1.98011 1.80600  0.3984
C 3.77189 -2.96209 3.29644  -1.1165
C 3.91288 -3.11629 0.49010  -1.0379
O 1.07671 0.07699 1.84840  -0.7979
C -1.24841 -2.75803 1.85469  -0.8815
C -2.60621 -3.04174 1.86552  -0.4145
H -5.08836 -2.42049 -0.24224  0.2276
H -6.01131 -3.63509 0.68937  0.3401
H -6.57725 -1.95309 0.63010  0.3205
H -5.03254 -2.37767 3.97240  0.3017
H -6.54198 -1.92362 3.13472  0.3250
H -5.98330 -3.60807 3.09476  0.3365
H -3.80956 0.14364 1.79957  0.4741
H -1.36911 0.64225 1.83990  0.4683
H 1.28625 -3.22601 1.53097  0.1983
H 4.86515 -2.88457 3.35063  0.4131
H 3.31547 -2.47137 4.16551  0.3865
H 3.46010 -4.01399 3.22761  0.3434
H 5.00823 -3.02699 0.48802  0.4206
H 3.59744 -4.15278 0.68590  0.4236
H 3.49351 -2.74544 -0.45604  0.2862
H -0.53352 -3.57540 1.91611  0.3229
H -2.93777 -4.07595 1.88129  0.4434
C 5.51861 5.49534 -0.65568  -0.9417
N 4.91510 4.61119 0.33266  0.1140
C 4.59973 5.31989 1.56558  -0.9561
C 4.11973 3.53090 -0.07255  0.0203
C 4.57666 2.19109 0.02837  -0.5095
C 3.77341 1.13630 -0.34881  -0.6581
C 2.44336 1.33940 -0.85228  1.4293
C 1.64150 0.21070 -1.17041  -0.6144
C 0.32401 0.14623 -1.70042  1.3810
C -0.21983 -1.13330 -2.05842  -0.4606
C -1.47241 -1.25577 -2.61800  -0.6165
C -2.27531 -0.11238 -2.85905  -0.1431
N -3.56220 -0.22249 -3.40429  0.1737
C -4.72443 0.02791 -2.56157  -0.8604
C -3.81001 0.16692 -4.78654  -0.9295
C -1.76748 1.15216 -2.51319  -0.6792
C -0.52533 1.26236 -1.92156  -0.5300
C 2.05370 2.69778 -1.01279  -0.7205
C 2.82907 3.75858 -0.58916  -0.5963
H 5.68050 4.97492 -1.60530  0.3180
H 4.88646 6.37974 -0.83343  0.3408
H 6.48244 5.84403 -0.26465  0.3240
H 4.07698 4.66642 2.27172  0.3139
H 5.53785 5.66509 2.01659  0.3355
H 3.97513 6.20455 1.36419  0.3384
H 5.58969 2.02922 0.40638  0.4564
H 4.16510 0.12146 -0.30283  0.3480
H 2.12076 -0.75632 -1.02237  0.1431
H 0.40059 -2.01947 -1.93379  0.3908
H -1.87635 -2.22896 -2.90994  0.4728
H -4.51368 -0.20405 -1.50955  0.1725
H -5.04797 1.07905 -2.63856  0.3565
H -5.54902 -0.60498 -2.91509  0.3526
H -2.90582 0.05982 -5.39470  0.3031
H -4.59868 -0.47899 -5.19153  0.3292
H -4.16204 1.20930 -4.84649  0.3359
H -2.35112 2.04968 -2.72151  0.4150
H -0.20548 2.25977 -1.67213  0.1298
H 1.14732 2.95314 -1.53794  0.3969
H 2.45549 4.77793 -0.69213  0.4216

6.
Here is a molecular structure, C33H37BrN4V at a distorted geometry from OMol25. Energies are from ωB97M-V/def2-TZVPD.

Summary:
orbital gap (spin up / spin down)	5.01 / 5.07	eV
spin multiplicity	3
E	-5016.37135	Ha
max |F|	6.9	eV Å⁻¹
ΔE to the lowest compared entry with this formula, charge and spin	90.1	kcal per mole
charge	-1

Last column: Mulliken charge in e.
Geometry (Å):
V 0.29101 0.00174 0.78025  0.2094
N 1.07295 -3.13139 3.95949  -0.5873
N -0.58869 -2.49769 -1.39590  -0.6623
C 1.05409 1.83070 0.26359  0.5455
C 2.09882 0.87686 0.57198  1.0148
C 1.96162 0.53931 1.95931  0.0492
C 2.97017 -0.23382 2.80706  -1.1906
H 3.80531 -0.58569 2.21032  0.3965
H 2.44598 -1.26005 3.20739  -0.1230
H 3.26239 0.27651 3.72108  0.3669
C 0.80554 1.18845 2.48166  0.1784
C 0.45026 1.21737 3.93568  -1.4228
H 1.02976 1.99272 4.46395  0.3543
H 0.65797 0.27103 4.45320  0.3727
H -0.60817 1.45550 4.09778  0.3172
C 0.25827 2.01235 1.45120  1.2085
C -0.71679 3.11618 1.66866  -1.5210
H -1.49727 2.85376 2.39356  0.3538
H -1.19920 3.40038 0.72841  0.3457
H -0.19359 4.00483 2.05458  0.3578
C 3.19163 0.44564 -0.33762  -1.1844
H 4.08334 1.08053 -0.22217  0.2980
H 2.87898 0.51046 -1.38603  -0.2342
H 3.49474 -0.59065 -0.14232  0.4289
C 0.93174 2.63572 -0.97129  -1.4893
H -0.12334 2.83648 -1.19374  0.3001
H 1.36527 2.11513 -1.83089  0.2879
H 1.45174 3.59788 -0.84936  0.2324
C 0.31933 -3.94771 4.68729  -0.4175
H 0.61247 -4.11154 5.73049  0.3393
C -0.84514 -4.56291 4.19064  -0.4988
H -1.48229 -5.24008 4.79064  0.3415
C -1.19646 -4.26602 2.85902  -0.4806
H -2.02628 -4.79452 2.36473  0.3744
C -0.52668 -3.25309 2.16005  0.2889
H -0.62284 -3.00763 1.07893  0.0817
C 0.57230 -2.59837 2.85757  0.4165
C 1.50027 -1.57597 2.37369  -0.3308
H 1.86700 -1.91760 1.44542  0.3960
C -0.31340 -1.12271 -1.35026  -0.6154
C 0.50993 -3.04961 -2.04307  -1.0506
H 1.13825 -3.92686 -1.79705  0.3088
C 0.72746 -2.15960 -3.09401  -0.2485
H 0.98653 -2.43551 -4.10096  0.4593
N 0.19784 -0.90669 -2.65990  0.9199
C 0.02494 0.22109 -3.46046  0.6631
C 1.05881 0.49971 -4.36216  1.0157
C 0.88487 1.59757 -5.20008  -1.2188
H 1.67425 1.83125 -5.91169  0.3359
C -0.28805 2.36142 -5.10689  0.8232
C -0.44933 3.53589 -6.03542  -1.4698
H -0.97183 4.35099 -5.51323  0.3646
H -1.03039 3.26895 -6.93547  0.2637
H 0.54644 3.87292 -6.35690  0.3581
C -1.31219 2.04217 -4.19723  -1.2071
H -2.23078 2.63450 -4.16756  0.3243
C -1.18226 0.93000 -3.34455  1.0159
C -2.28203 0.44442 -2.46246  -1.6895
H -2.57791 -0.58876 -2.69577  0.3198
H -3.16364 1.07612 -2.62783  0.4573
H -2.05244 0.47794 -1.38423  0.2172
C 2.29778 -0.31293 -4.38102  -1.5664
H 2.11656 -1.36203 -4.63175  0.2222
H 2.85078 -0.29158 -3.43317  0.1723
H 2.94129 0.08219 -5.16676  0.4109
Br -2.85702 -1.95744 5.29902  -0.1573
C -2.86400 -0.98428 3.65942  -0.7093
C -4.05165 -0.51554 3.10264  -0.3207
C -3.96147 0.24431 1.92309  -1.3621
C -2.72192 0.46110 1.32101  -0.0123
N -1.61598 -0.17008 1.77030  0.5766
C -1.67345 -0.76289 2.98697  -0.3398
H -4.98082 -0.75490 3.58305  0.4656
H -4.84089 0.66065 1.45222  0.4495
H -2.59184 1.14454 0.47213  0.4413
H -0.74861 -1.12106 3.43175  0.6693

7.
Here is a molecular structure, C40H34HgN8O3Te at a distorted geometry from OMol25. Energies are from ωB97M-V/def2-TZVPD.

Summary:
orbital gap (spin up / spin down)	4.71 / 6.03	eV
spin multiplicity	2
E	-2629.85875	Ha
max |F|	3.0	eV Å⁻¹
ΔE to the lowest compared entry with this formula, charge and spin	0.0	kcal per mole
charge	-1

Last column: Mulliken charge in e.
Geometry (Å):
Hg 0.07597 0.63674 1.28826  3.3057
C 1.41136 0.37889 4.75453  -1.2269
O 1.66712 0.47728 3.38027  0.3111
C 2.94444 0.20407 2.92098  0.6343
C 4.01111 -0.10519 3.74122  -0.8181
C 5.26452 -0.38366 3.20764  -0.8859
C 5.45326 -0.35099 1.83810  -0.7281
C 4.40639 -0.02217 1.00728  -0.5292
C 3.12898 0.25442 1.51708  0.2418
N 2.06853 0.59126 0.69766  0.2570
N 2.35995 0.48257 -0.60908  -0.7160
C 1.51617 0.78522 -1.58690  -0.5123
C 0.21684 1.40237 -1.50498  1.0332
O -0.42779 1.64439 -0.37528  -0.6839
C -0.39016 1.82923 -2.70656  -0.6321
C 0.15961 1.60540 -3.94465  -1.1108
C 1.36515 0.88457 -4.07466  1.3212
C 1.92765 0.56842 -5.32581  -1.1011
C 3.07633 -0.17182 -5.42246  -0.4502
C 3.70301 -0.63147 -4.26163  -0.8876
C 3.19032 -0.31595 -3.02730  -0.6182
C 2.03050 0.45793 -2.90005  0.5632
H 2.09146 1.00887 5.33798  0.3838
H 1.47196 -0.65641 5.11345  0.3646
H 0.39247 0.74143 4.89190  0.1912
H 3.88595 -0.14328 4.81386  0.4226
H 6.07564 -0.63264 3.87864  0.3868
H 6.41847 -0.59876 1.42228  0.3865
H 4.52954 0.02748 -0.06065  0.2589
H -1.33903 2.35057 -2.61755  0.4057
H -0.35402 1.95642 -4.83115  0.3137
H 1.42976 0.92872 -6.21665  0.3771
H 3.49210 -0.41368 -6.39412  0.3683
H 4.59116 -1.24045 -4.34060  0.4299
H 3.65714 -0.67408 -2.12508  0.1549
N -0.93910 -2.93642 3.15496  -0.4616
C -0.05255 -2.55108 2.16561  0.1745
O -0.38388 -1.56109 1.44002  -0.2096
C 1.13653 -3.27108 2.01658  0.7425
C 1.35686 -4.44059 2.73786  -0.7123
N 1.48799 -5.42563 3.32631  -0.6676
C 2.08347 -2.90328 1.05346  -0.0071
N 2.88001 -2.64732 0.26288  -0.5950
H -1.87753 -2.58289 3.04236  0.2238
H -0.86644 -3.88684 3.49007  0.2360
N 1.94887 3.63750 0.94958  -0.3055
C 0.76583 3.99701 1.49577  0.6922
C 0.27109 5.30869 1.35237  -0.9946
C -0.88818 5.66577 2.00033  -0.3196
C -1.52020 4.72198 2.80742  -1.0711
C -0.95812 3.46726 2.90230  -0.4425
N 0.13694 3.08442 2.25247  0.0393
H 2.29154 4.16269 0.16127  0.2652
H 2.13042 2.63718 0.92156  -0.2503
H 0.80561 6.01224 0.73165  0.3666
H -1.29906 6.66058 1.89888  0.3989
H -2.42165 4.96019 3.35336  0.4152
H -1.39685 2.71169 3.54047  0.6825
Te -0.57950 -2.04230 -1.14957  0.1091
C -1.37497 -2.48601 -3.12149  -0.1083
C -1.51841 -3.80141 -3.53660  -0.3260
C -2.03444 -4.10513 -4.78330  -0.5911
C -2.42444 -3.08777 -5.63489  -0.3883
C -2.28195 -1.77085 -5.23524  -0.7082
C -1.75463 -1.47432 -3.99076  0.2190
C -2.55920 -1.46672 -0.53243  0.4569
C -3.38045 -2.40658 0.07399  -0.5770
C -4.64568 -2.06579 0.51922  -0.6754
C -5.11060 -0.77197 0.35772  -0.3381
C -4.29716 0.17432 -0.24287  -1.1193
C -3.03027 -0.17142 -0.68471  -0.1110
H -1.21680 -4.59606 -2.86746  0.3456
H -2.13881 -5.13612 -5.08765  0.3835
H -2.82793 -3.32079 -6.61026  0.3588
H -2.58122 -0.96898 -5.89698  0.4006
H -1.62094 -0.44447 -3.68973  0.2876
H -3.01511 -3.41721 0.20778  0.4289
H -5.27449 -2.80902 0.99185  0.4106
H -6.10461 -0.50948 0.70271  0.4729
H -4.64644 1.19228 -0.36544  0.4531
H -2.40062 0.58408 -1.12724  0.3491
C -4.35049 1.35669 2.94727  -1.1000
C -3.02418 0.88366 2.68656  0.5459
N -1.94875 0.53236 2.50872  -0.3706
H -4.97931 1.10835 2.09337  0.1706
H -4.32210 2.43770 3.07945  0.2707
H -4.75000 0.88623 3.84448  0.3395

8.
Here is 2 unconnected molecules or ions with the total composition C3H7N at a distorted geometry from OMol25. Energies are from ωB97M-V/def2-TZVPD.

Summary:
orbital gap	10.94	eV
SMILES	C=C.C=N
E	-173.14056	Ha
max |F|	2.9	eV Å⁻¹
ΔE to the lowest compared entry with this formula, charge and spin	63.7	kcal per mole
charge	0

Last column: Mulliken charge in e.
Geometry (Å):
C 0.41565 4.24839 -0.04072  -0.4616
C 0.91935 5.32577 -0.65894  -0.4645
H -0.04813 3.45795 -0.61281  0.2584
H 0.04713 4.46814 0.96039  0.2192
H 1.63389 5.32252 -1.47880  0.2431
H 0.98066 6.31264 -0.19754  0.2055
C -0.18415 -4.50538 0.59791  -0.2483
N -1.10151 -5.17632 -0.01449  -0.4791
H -0.50540 -4.32049 1.62891  0.2186
H 0.72580 -4.23169 0.08234  0.2628
H -1.98803 -4.87219 0.39366  0.2460

The lowest max |F| belongs to which entry? C3H6N2O